[1]
The following is a DFT calculation (ωB97M-V with the def2-TZVPD basis set) of a structure of composition C52H45BaN2O3P2S2Si at a distorted geometry.

Results
HOMO-LUMO gap	5.498	eV
HOMO	-3.359	eV
DFT total energy	-112599.0111	eV
ΔE to the lowest compared entry with this formula, charge and spin	2.7503	eV

Geometry as ORCA input:
```
! RIJCOSX wB97M-V def2-TZVPD def2/J DEFGRID3
* xyz -1 1
Ba 0.40 0.30 -1.24
C -0.02 -3.46 -0.66
Si -0.78 -1.97 0.30
C -0.54 -2.83 2.03
C -1.21 -4.03 2.33
C -0.91 -4.78 3.45
C 0.11 -4.36 4.30
C 0.81 -3.20 4.02
C 0.48 -2.43 2.90
P 1.41 -0.89 2.45
C 0.96 0.25 3.84
C 0.41 1.48 3.49
C 0.13 2.43 4.47
C 0.38 2.15 5.80
C 0.91 0.92 6.16
C 1.20 -0.03 5.19
C 3.14 -1.31 2.88
C 3.67 -2.52 2.43
C 5.02 -2.82 2.60
C 5.86 -1.89 3.20
C 5.35 -0.67 3.62
C 4.00 -0.38 3.46
C -2.68 -2.10 -0.05
C -3.16 -2.99 -1.02
C -4.43 -2.87 -1.57
C -5.26 -1.84 -1.18
C -4.84 -0.95 -0.20
C -3.58 -1.08 0.39
P -2.98 0.05 1.72
C -4.24 1.42 1.76
C -3.81 2.69 1.39
C -4.70 3.76 1.37
C -6.02 3.57 1.75
C -6.45 2.31 2.15
C -5.56 1.24 2.16
C -3.58 -0.79 3.24
C -4.14 -2.06 3.27
C -4.52 -2.63 4.48
C -4.36 -1.94 5.67
C -3.82 -0.66 5.65
C -3.44 -0.09 4.44
H -0.44 -4.44 -0.40
H 1.05 -3.50 -0.44
H -0.13 -3.32 -1.74
H -1.98 -4.38 1.65
H -1.44 -5.70 3.65
H 0.37 -4.95 5.18
H 1.63 -2.91 4.67
H 0.23 1.69 2.45
H -0.29 3.39 4.18
H 0.17 2.90 6.56
H 1.11 0.69 7.20
H 1.62 -0.98 5.48
H 3.02 -3.24 1.95
H 5.41 -3.76 2.25
H 6.91 -2.12 3.34
H 6.01 0.06 4.07
H 3.62 0.58 3.77
H -2.49 -3.76 -1.39
H -4.75 -3.57 -2.34
H -6.24 -1.72 -1.63
H -5.51 -0.16 0.11
H -2.77 2.84 1.14
H -4.35 4.75 1.08
H -6.71 4.40 1.73
H -7.47 2.17 2.47
H -5.90 0.27 2.48
H -4.28 -2.61 2.35
H -4.95 -3.63 4.49
H -4.64 -2.39 6.61
H -3.69 -0.10 6.56
H -3.02 0.91 4.42
S 3.68 3.54 1.41
C 2.18 4.37 1.37
C 1.23 3.68 0.68
C 1.65 2.41 0.14
C 2.96 2.21 0.45
C 3.80 1.08 0.07
C 5.20 1.10 0.18
C 5.94 0.01 -0.25
C 5.28 -1.08 -0.80
C 3.90 -1.03 -0.86
N 3.18 0.00 -0.44
H 2.10 5.32 1.87
H 0.22 4.07 0.56
H 5.69 1.96 0.60
H 7.02 0.02 -0.17
H 5.82 -1.95 -1.15
H 3.33 -1.86 -1.28
C -3.37 3.71 -3.66
C -2.06 4.15 -3.52
C -1.28 3.60 -2.52
N -1.73 2.66 -1.68
C -2.97 2.21 -1.85
C -3.83 2.72 -2.81
H -4.01 4.14 -4.42
H -1.65 4.90 -4.19
H -0.25 3.92 -2.36
H -3.29 1.41 -1.20
H -4.84 2.34 -2.89
C 0.34 -0.60 -5.47
S 0.00 -0.73 -3.72
O 1.32 -0.75 -3.08
O -0.76 -1.94 -3.53
O -0.73 0.48 -3.35
H 0.53 -1.61 -5.83
H 1.23 0.02 -5.60
H -0.52 -0.17 -5.97
*
```

[2]
The following is a DFT calculation (ωB97M-V with the def2-TZVPD basis set) of a structure of composition C50H35Cl3IN6OPRuS2 at a distorted geometry.

Results
HOMO-LUMO gap (alpha / beta)	5.444 / 2.783	eV
HOMO (alpha / beta)	-13.849 / -13.849	eV
DFT total energy	-142590.2514	eV
expectation value of S²	8.764

Geometry as ORCA input:
```
! RIJCOSX wB97M-V def2-TZVPD def2/J DEFGRID3
* xyz 3 6
Ru 1.70 1.83 -0.43
S 0.20 9.19 0.87
N 1.46 8.30 1.32
C 1.25 7.08 0.86
C 2.12 5.94 1.06
C 3.29 5.99 1.81
C 4.05 4.85 1.96
C 3.59 3.67 1.39
N 2.46 3.60 0.69
C 1.73 4.73 0.48
C 0.56 4.64 -0.39
N 0.37 3.51 -1.10
C -0.70 3.38 -1.88
C -1.67 4.37 -1.97
C -1.48 5.55 -1.29
C -0.33 5.72 -0.51
C 0.03 6.96 0.14
N -0.65 8.08 0.08
H 3.59 6.93 2.27
H 4.96 4.85 2.53
H 4.14 2.74 1.52
H -0.76 2.47 -2.47
H -2.54 4.22 -2.59
H -2.19 6.37 -1.35
I 3.86 1.75 -2.22
C 5.03 0.70 -0.76
C 6.21 1.34 -0.46
C 7.24 0.64 0.18
C 7.10 -0.71 0.40
C 5.89 -1.38 0.08
C 5.80 -2.78 0.25
C 4.66 -3.45 -0.08
C 3.52 -2.73 -0.44
C 3.54 -1.36 -0.56
P 1.87 -0.59 -0.44
C 0.92 -1.47 -1.70
C -0.28 -2.13 -1.47
C -0.89 -2.83 -2.50
C -0.32 -2.84 -3.77
C 0.86 -2.14 -4.02
C 1.48 -1.45 -2.99
C 1.39 -1.03 1.25
C 0.82 -2.23 1.66
C 0.54 -2.44 3.00
C 0.86 -1.48 3.95
C 1.46 -0.28 3.56
C 1.71 -0.06 2.21
C 4.77 -0.65 -0.42
H 6.37 2.36 -0.77
H 8.16 1.15 0.42
H 7.92 -1.29 0.80
H 6.66 -3.32 0.62
H 4.61 -4.53 0.00
H 2.59 -3.26 -0.61
H -0.75 -2.09 -0.50
H -1.80 -3.38 -2.32
H -0.79 -3.39 -4.58
H 1.30 -2.14 -5.00
H 2.40 -0.92 -3.18
H 0.61 -3.01 0.94
H 0.09 -3.37 3.31
H 0.66 -1.66 5.00
H 1.74 0.46 4.30
H 2.18 0.87 1.91
Cl -3.03 -4.90 4.74
C -3.33 -3.87 3.40
C -2.56 -3.98 2.26
C -2.84 -3.16 1.18
C -3.87 -2.22 1.20
C -4.15 -1.45 -0.07
C -4.02 0.08 0.09
N -2.69 0.58 0.42
C -2.42 1.33 1.53
C -1.11 1.69 1.46
N -0.57 1.18 0.30
C -1.55 0.52 -0.31
O -5.47 -1.70 -0.50
C -5.66 -1.86 -1.90
C -5.16 -3.17 -2.46
C -5.23 -4.39 -1.84
Cl -5.89 -4.78 -0.32
S -4.65 -5.66 -2.86
C -4.32 -4.57 -4.12
C -4.64 -3.29 -3.78
C -4.63 -2.13 2.37
Cl -5.97 -1.04 2.51
C -4.36 -2.94 3.46
H -1.78 -4.73 2.20
H -2.27 -3.28 0.27
H -3.43 -1.79 -0.83
H -4.68 0.39 0.89
H -4.37 0.54 -0.84
H -3.16 1.53 2.28
H -0.53 2.27 2.16
H -1.47 0.00 -1.25
H -5.19 -1.03 -2.45
H -6.74 -1.79 -2.05
H -3.94 -4.92 -5.07
H -4.52 -2.45 -4.46
H -4.96 -2.86 4.35
*
```

[3]
The following is a DFT calculation (ωB97M-V with the def2-TZVPD basis set) of a cluster of 2 separate species, C4H8F2N2 in total at a distorted geometry.

Results
HOMO-LUMO gap (alpha / beta)	7.841 / 6.962	eV
HOMO (alpha / beta)	-7.554 / -6.679	eV
DFT total energy	-12688.3989	eV
ΔE to the lowest compared entry with this formula, charge and spin	3.9245	eV

Geometry as ORCA input:
```
! RIJCOSX wB97M-V def2-TZVPD def2/J DEFGRID3
* xyz 0 1
C 0.00 1.49 0.27
C -1.54 -2.00 0.29
C -0.23 0.03 0.68
C 2.11 0.72 -0.46
N -0.56 1.79 -0.87
N -0.96 -0.73 -0.07
F 3.12 1.10 0.42
F 2.25 -0.59 -0.69
H 0.43 2.09 1.03
H -2.00 -2.07 1.15
H -2.22 -2.44 -0.50
H -0.86 -2.84 0.38
H 0.14 -0.26 1.60
H 2.17 1.16 -1.44
H -0.55 2.76 -0.91
H -1.30 -0.21 -0.88
*
```

[4]
The following is a DFT calculation (ωB97M-V with the def2-TZVPD basis set) of a structure of composition C7H14OPRhS at a distorted geometry.

Results
HOMO-LUMO gap (alpha / beta)	4.391 / 6.377	eV
HOMO (alpha / beta)	-3.741 / -7.956	eV
DFT total energy	-32656.6080	eV
expectation value of S²	6.025
ΔE to the lowest compared entry with this formula, charge and spin	0.1877	eV

Geometry as ORCA input:
```
! RIJCOSX wB97M-V def2-TZVPD def2/J DEFGRID3
* xyz 0 5
C -0.86 -0.13 -2.68
C -1.68 1.00 -2.94
C -0.82 2.14 -3.09
C 0.53 1.65 -3.15
C 0.54 0.29 -2.78
Rh 0.03 -1.45 0.73
P -0.41 -3.12 -0.35
H -1.18 -1.14 -2.38
H -2.78 1.00 -2.98
H -1.15 3.20 -3.08
H 1.40 -0.35 -2.59
H 1.41 2.26 -3.41
H 0.65 -3.52 -1.19
H -1.57 -3.29 -1.21
H -0.48 -4.20 0.57
C 0.94 1.94 3.17
S 1.31 0.35 2.33
C 0.36 -0.80 3.36
O 0.51 0.51 1.00
H 1.23 1.86 4.22
H -0.13 2.14 3.05
H 1.56 2.70 2.66
H 0.04 -0.22 4.22
H -0.51 -1.24 2.83
H 1.06 -1.57 3.67
*
```